DFT (ωB97M-V/def2-TZVPD) results for a cluster of 2 separate species, C4H14N2O in total.

```
21
Properties=species:S:1:pos:R:3:forces:R:3
C 0.84202 -1.00387 1.02568 -0.1431 -0.0136 0.1278
C 0.05085 -0.90336 -0.28038 0.1286 -0.0637 0.0084
N 0.28772 -2.13462 -1.06292 -0.4854 -0.0490 0.0181
C -1.47416 -0.61638 -0.05386 0.3234 0.2658 -0.0437
N -1.73426 0.79206 0.15639 0.4474 0.4700 -0.4701
O -1.96537 -1.29005 1.08201 -0.2114 -1.2042 0.2784
H 1.91969 -1.02058 0.82643 -0.1640 0.0603 -0.0667
H 0.59481 -1.91941 1.57603 -0.0984 0.1982 -0.2052
H 0.64097 -0.15183 1.68247 0.0471 -0.0626 -0.0731
H 0.46506 -0.08504 -0.88007 -0.4211 0.4098 0.3929
H -0.12921 -2.02195 -1.98616 0.1068 -0.0998 0.1624
H 1.29006 -2.23869 -1.21706 -0.2588 0.0124 0.1034
H -2.03639 -0.95013 -0.93371 0.1698 0.1047 -0.1257
H -1.35086 1.03686 1.06779 -0.0310 0.0496 -0.1650
H -2.73670 0.93892 0.22902 0.1108 0.0327 -0.0835
H -2.93339 -1.24082 1.03521 0.4557 -0.1454 0.1482
C 1.65405 2.56192 -0.45345 0.0423 -0.0061 0.0258
H 1.41101 2.06791 -1.39671 -0.0076 0.0719 0.1452
H 1.48835 3.63616 -0.55448 0.0368 -0.1224 0.0110
H 2.69994 2.37246 -0.20340 -0.0996 0.0504 -0.0324
H 1.01579 2.17044 0.34116 0.0516 0.0411 -0.1562
```
Positions in Å, forces in eV/Å.

Properties
total charge	0
HOMO-LUMO gap	10.1	eV
calculated total energy	-9402.503	eV
ΔE to the lowest compared entry with this formula, charge and spin	106.5	kJ/mol

The net atomic charges from natural (NBO), expressed in e, are: number 1, C, carries -0.620; number 2, C, carries -0.067; number 3, N, carries -0.831; number 4, C, carries 0.235; number 5, N, carries -0.839; number 6, O, carries -0.728; number 7, H, carries 0.206; number 8, H, carries 0.229; number 9, H, carries 0.206; number 10, H, carries 0.182; number 11, H, carries 0.350; number 12, H, carries 0.355; number 13, H, carries 0.151; number 14, H, carries 0.357; number 15, H, carries 0.351; number 16, H, carries 0.465; number 17, C, carries -0.848; number 18, H, carries 0.211; number 19, H, carries 0.214; number 20, H, carries 0.209; number 21, H, carries 0.212

---

DFT (ωB97M-V/def2-TZVPD) results for an isolated molecule of C7H6F3N3O2.

```
21
Properties=species:S:1:pos:R:3:forces:R:3
C 1.90149 -1.00897 -1.17114 -0.4486 -0.5511 1.6027
C 0.82961 -0.14370 -1.17746 1.3868 0.8025 -0.3081
C 2.41524 -1.31915 0.10511 1.9567 -2.4836 -1.1493
C 1.98538 -0.71318 1.26384 0.9013 -0.2260 1.2657
C 0.43287 0.48994 -0.02314 -1.3544 0.7923 0.5464
C -1.84767 0.61945 -0.49837 1.9208 1.1743 -0.0563
C -2.51905 -0.40499 0.32666 0.3498 1.0467 1.1152
N -1.97738 2.13469 -2.18081 1.0145 2.3425 -1.4468
N 1.01708 0.31026 1.21445 0.4858 -1.2457 -0.6893
N 0.63242 0.98845 2.23844 -0.8439 0.6096 -0.6090
O -0.73168 1.32835 0.00652 -0.4666 -1.8750 -0.6785
O -2.36490 1.04969 -1.62195 -0.3872 -1.3257 2.0020
F -3.25152 0.13199 1.32231 -0.4147 0.3795 0.0584
F -3.34861 -1.16266 -0.36413 0.3964 -0.6865 -0.2401
F -1.54126 -1.05481 0.99515 -0.3910 -1.0214 -0.5399
H 2.17509 -1.57198 -2.05032 0.2806 0.2572 -0.0203
H 0.60117 0.24557 -2.15287 -1.2073 0.0423 -0.1065
H 3.23467 -2.20358 0.03575 -1.9572 2.3522 1.0075
H 2.41068 -0.96706 2.33306 -1.0681 0.6945 -2.4518
H 1.17976 0.65268 2.99626 0.5578 -0.2677 0.9549
H -1.23338 2.59901 -1.59733 -0.7115 -0.8108 -0.2568
```
Positions in Å, forces in eV/Å.

Properties
total charge	0
HOMO-LUMO gap (spin up / spin down)	7.8 / 7.6	eV
calculated total energy	-24066.517	eV
ΔE to the lowest compared entry with this formula, charge and spin	661.3	kJ/mol

The net atomic charges from natural (NBO), expressed in e, are: number 1, C, carries -0.263; number 2, C, carries -0.250; number 3, C, carries -0.206; number 4, C, carries -0.085; number 5, C, carries 0.396; number 6, C, carries 0.419; number 7, C, carries 0.909; number 8, N, carries -0.301; number 9, N, carries -0.062; number 10, N, carries -0.524; number 11, O, carries -0.487; number 12, O, carries -0.185; number 13, F, carries -0.316; number 14, F, carries -0.288; number 15, F, carries -0.316; number 16, H, carries 0.230; number 17, H, carries 0.246; number 18, H, carries 0.241; number 19, H, carries 0.232; number 20, H, carries 0.309; number 21, H, carries 0.302